Entry 1:
Molecular formula: C28H26Br2MnN3O3SSb
Method: DFT, ωB97M-V/def2-TZVPD

Structure (XYZ):
```
65
Properties=species:S:1:pos:R:3:forces:R:3
H -1.79975 4.51077 -1.75869 -0.016 -0.016 -0.022
H -3.37325 -0.30538 -1.05692 -0.035 0.004 -0.005
C 3.75148 -0.37000 -3.08691 0.116 -0.025 -0.068
C 4.38971 0.09312 -0.80551 0.097 -0.060 -0.138
H 6.35537 -0.11443 0.07637 -0.064 0.024 0.015
Mn 0.19546 0.56039 -0.76231 0.459 -0.165 -0.097
Sb -2.07230 2.04506 -0.73920 -0.343 -0.137 0.054
C -0.49443 -4.42374 -0.64252 -0.042 -0.086 -0.077
C -3.54355 0.69060 -1.46509 0.008 0.028 -0.088
H 3.26562 1.27482 2.70048 0.010 -0.001 0.035
H -3.48269 0.64415 -2.55395 -0.009 -0.027 0.100
C 4.71555 -0.31940 -2.11773 0.070 -0.031 0.026
H -1.24886 0.10339 1.37822 0.102 -0.151 -0.227
H -3.44107 2.02180 1.57342 -0.008 0.143 -0.099
C 5.32227 0.16101 0.25338 0.064 -0.042 -0.104
H 1.15815 -0.93230 1.76367 -0.048 0.066 0.026
H 5.59364 0.62295 2.30354 -0.086 0.008 -0.049
H -1.86068 2.03534 5.87941 -0.005 -0.002 -0.021
C -2.28371 3.61392 -2.14014 0.209 0.000 0.058
H 2.29095 -2.27152 1.57050 -0.086 0.007 -0.011
C -0.72161 2.11147 4.07153 -0.007 0.009 -0.023
Br -1.99955 -5.78859 -3.13860 0.005 0.000 0.006
S 0.67324 2.37703 1.80987 0.102 0.138 -0.321
C -3.18483 2.82713 0.88407 0.088 0.002 0.083
H -0.06177 2.90075 4.41085 -0.045 -0.063 -0.016
C 2.43710 -0.02938 -2.74941 -0.072 -0.002 -0.071
C -1.38148 0.54986 2.34707 0.134 0.083 0.470
C -2.56349 0.60916 4.43941 -0.061 -0.045 -0.035
O 1.70734 2.79040 2.70728 0.131 0.081 -0.029
C 1.23359 -2.00987 1.68589 -0.049 -0.147 -0.075
H -1.84991 3.33327 -3.09631 -0.011 -0.015 -0.014
H -3.03025 -0.73264 2.82520 0.028 0.030 0.018
H -2.35375 -3.38917 -4.75191 0.012 0.047 0.020
C -2.38777 0.06867 3.17096 0.046 -0.023 0.088
H 0.88532 -2.46202 2.61564 0.001 -0.008 -0.049
C -0.55522 1.57429 2.80073 -0.124 -0.162 -0.018
C 3.54720 0.94344 1.71603 0.099 -0.044 0.179
H -2.60031 3.58538 1.39870 -0.032 0.004 0.010
C 0.16633 -3.91603 0.43052 0.095 -0.033 0.165
C 2.62238 0.90812 0.70683 -0.420 0.181 -0.032
C -1.54768 -3.97471 -2.87839 -0.011 -0.186 0.036
C -0.88722 -3.56680 -1.69639 0.080 0.009 0.170
C -0.91692 -1.26268 -2.54337 0.284 0.625 0.510
H -4.09328 3.25816 0.45890 0.074 -0.008 0.035
C 0.45323 -2.53298 0.51426 0.052 0.070 0.103
N 1.22896 1.25750 0.74484 0.265 -0.025 0.393
O -0.59878 0.02677 -2.32888 -0.259 -0.330 -0.558
C -0.58364 -2.20556 -1.54347 0.181 -0.046 0.321
C 4.89260 0.57049 1.47802 -0.052 0.045 0.181
H -3.35169 0.23315 5.08018 0.044 0.013 -0.020
C 3.05646 0.45480 -0.55997 -0.173 -0.038 -0.299
C -1.72970 1.62383 4.88724 -0.063 -0.027 0.058
N 2.10652 0.36847 -1.54155 -0.025 -0.023 0.200
C -1.53505 -1.70775 -3.67337 -0.217 -0.118 -0.408
N 0.06761 -1.70399 -0.43669 -0.203 0.240 -0.087
H 0.48585 -4.56192 1.23930 -0.015 0.045 -0.045
H 5.73944 -0.60037 -2.34265 -0.067 0.039 0.018
O -0.00565 3.39757 1.04763 -0.171 -0.127 -0.028
H 3.97835 -0.67452 -4.09965 -0.004 -0.001 0.057
H 1.63524 -0.09022 -3.47464 -0.034 0.023 -0.005
H -0.71739 -5.48088 -0.70668 0.010 0.027 0.003
H -3.35483 3.77722 -2.24493 0.006 0.041 -0.039
Br -1.95527 -0.47230 -5.02931 -0.023 -0.026 -0.013
C -1.85859 -3.07102 -3.84442 -0.045 0.249 -0.202
H -4.52904 1.04593 -1.16038 0.055 -0.041 -0.044
```
Forces are in eV/Å.

Summary:
LUMO energy (spin up / spin down) = -4.34 / -3.50 eV
2S+1 = 5
ΔE to the lowest compared entry with this formula, charge and spin = 0.1658 eV
Total charge = +1
Highest occupied orbital energy (spin up / spin down) = -0.4017 / -0.4045 hartree
Largest force on an atom = 0.0166 hartree/bohr
Molar mass = 821.11 Da
Frontier orbital gap (spin up / spin down) = 6.6 / 7.5 eV

---

Entry 2:
Molecular formula: C28H26Br2N2O2Sn
Method: DFT, ωB97M-V/def2-TZVPD

Structure (XYZ):
```
61
Properties=species:S:1:pos:R:3:forces:R:3
C -2.57128 -2.09364 3.98563 0.164 0.090 -0.051
H -5.70223 2.50840 1.17098 0.032 0.017 -0.025
H -4.68953 0.25373 1.22190 0.075 0.037 0.023
H 0.55050 -5.19938 3.63216 0.006 -0.036 0.171
H 2.57225 3.06861 -0.34749 0.051 0.061 0.015
H -5.11844 -0.71613 -1.08660 0.072 -0.050 -0.049
H -4.41356 -5.94475 2.68711 0.002 -0.008 0.034
C -1.94741 -4.75012 3.39831 -0.084 -0.270 -0.138
C -4.85632 -3.90169 0.01318 0.060 0.051 0.016
C -1.67368 -6.19655 3.03956 -0.101 0.158 0.137
Sn 0.09160 -1.06576 -0.47337 0.382 -0.015 -0.202
H -3.08406 -4.82955 0.84100 -0.044 -0.019 -0.008
C -5.44502 -2.74356 -0.51238 -0.063 -0.199 0.109
C -2.56930 1.77130 -1.02248 -0.047 -0.265 0.115
H 3.03368 -0.48058 2.85255 -0.013 -0.018 0.010
H -6.46066 -2.76871 -0.88378 0.022 -0.046 0.005
H 4.35692 -3.52327 5.53701 -0.028 0.001 -0.007
C 3.79330 -1.86917 4.28094 0.094 -0.065 0.039
H -5.44428 -4.81138 0.07264 0.041 0.041 -0.045
C -3.16206 0.73324 -0.24927 -0.118 0.253 0.010
H 2.39212 -4.88111 4.97418 -0.001 0.042 0.025
H -4.60347 -2.75766 4.15132 0.052 -0.040 0.000
H -5.34405 -4.93072 3.80220 0.027 -0.014 -0.013
H -2.22192 -6.47048 2.13421 0.008 -0.064 0.012
H -4.72558 4.25634 -0.27788 0.025 0.002 0.016
C -4.71554 -1.59135 -0.59305 0.222 0.052 0.163
C -3.57782 -3.04061 3.93990 -0.124 -0.033 -0.060
H -2.80530 -1.06591 4.24197 0.056 -0.044 -0.012
O 0.38619 -2.64934 1.06456 -0.367 0.057 -0.452
C 1.56862 -3.45788 3.60466 -0.283 -0.136 0.198
O 1.16107 -0.62948 1.30607 -0.100 0.212 -0.105
H -0.46460 -1.73303 3.89807 -0.066 0.003 0.017
C -3.27302 -4.36610 3.65230 -0.044 -0.111 -0.091
C -1.25218 -2.46483 3.77029 -0.011 0.112 0.029
C -3.14977 3.00850 -1.04781 -0.187 0.154 -0.007
Br 0.27410 2.38372 0.29125 0.100 -0.075 0.101
N 0.41707 -4.22293 3.44166 -0.072 0.123 -0.460
C -3.51549 -3.92467 0.43952 -0.273 -0.044 -0.002
C -3.34925 -1.57751 -0.12966 -0.111 -0.205 -0.013
H 2.62077 1.73884 0.87027 -0.042 -0.027 0.062
H -2.73632 3.78911 -1.67248 -0.021 -0.008 0.018
H 4.62844 -1.24615 4.57190 -0.028 -0.045 -0.016
C -4.37413 -5.39742 3.63377 0.060 0.115 0.013
C -2.75961 -2.79375 0.36255 -0.049 0.261 -0.199
C -4.85292 2.27842 0.54112 -0.030 0.137 -0.060
H -0.63009 -6.42525 2.84347 0.009 0.034 -0.036
C 3.63302 -3.14621 4.82592 0.010 0.049 -0.044
H -1.71546 1.54659 -1.64556 -0.004 -0.022 0.006
C -4.31278 1.01578 0.54999 0.128 -0.129 -0.166
H -2.02060 -6.87110 3.82440 0.030 0.007 -0.007
C -0.92723 -3.79424 3.49599 0.357 0.023 0.275
C 2.15921 2.12308 -0.02758 -0.043 -0.031 -0.087
H -1.74690 -2.80260 0.75192 -0.054 0.032 0.031
C 2.53929 -3.91879 4.49777 0.007 -0.044 0.096
H -4.22440 -6.14039 4.42016 -0.007 -0.012 -0.045
C 1.80190 -2.23436 2.95383 0.011 0.124 -0.238
Br 2.45331 0.85614 -1.45250 0.168 0.014 -0.063
C 2.89448 -1.43524 3.34135 -0.061 0.065 -0.117
C -4.28759 3.26638 -0.26611 0.031 -0.084 0.009
C 1.07437 -1.83874 1.75897 0.369 -0.056 0.740
N -2.58996 -0.48942 -0.24347 -0.192 -0.112 0.322
```
Forces are in eV/Å.

Summary:
LUMO energy (spin up / spin down) = -9.26 / -9.24 eV
ΔE to the lowest compared entry with this formula, charge and spin = 0.0000 eV
Total charge = +2
Highest occupied orbital energy (spin up / spin down) = -0.4589 / -0.4589 hartree
Largest force on an atom = 0.0161 hartree/bohr
Molar mass = 701.05 Da
Frontier orbital gap (spin up / spin down) = 3.2 / 3.2 eV

---

Entry 3:
Molecular formula: C28H26BrN7NaO4
Method: DFT, ωB97M-V/def2-TZVPD

Structure (XYZ):
```
67
Properties=species:S:1:pos:R:3:forces:R:3
H -1.06033 -4.26040 -0.91124 -0.002 -0.006 0.005
C -0.73097 -2.95212 3.51210 0.066 -0.283 0.102
N 3.98117 0.12824 -1.97044 0.008 0.073 -0.041
C 0.31627 -1.76820 1.64537 -0.133 -0.104 -0.063
C 4.02762 1.37994 -0.25822 0.040 -0.009 0.036
C -5.21603 0.61317 -0.13668 -0.026 -0.034 -0.001
H 7.49693 3.86176 -0.68111 0.008 -0.004 -0.012
H 3.77028 1.91532 0.64047 -0.011 -0.007 0.003
H 6.71859 4.42293 -2.96461 -0.002 0.001 0.002
C -3.92320 0.85457 -3.55921 0.020 0.016 0.006
C -0.49411 -2.82762 2.11944 0.233 -0.005 -0.050
H -3.66642 0.13929 1.77109 0.014 -0.010 0.006
H -1.19184 -0.06063 -1.03555 -0.014 0.042 0.034
C -3.33206 -3.11325 2.64950 -0.249 0.029 0.119
C 0.07002 -2.45571 -0.54017 -0.014 -0.004 -0.011
O -0.02853 2.13806 -1.12785 -0.223 0.175 -0.122
C 6.56765 3.42053 -2.56210 -0.003 0.002 0.004
N 5.24785 1.34322 -0.80291 -0.023 -0.008 0.005
O 1.56985 0.20723 2.13690 0.064 -0.063 0.168
C -2.81556 -0.78457 -2.21110 0.008 0.000 0.025
C -3.80340 -0.45586 -3.12781 -0.004 -0.009 -0.017
H -2.46896 -1.27519 3.35661 -0.048 0.017 -0.027
N 3.22583 0.63533 -0.97496 -0.016 -0.034 0.084
H -0.18904 -2.29116 5.44656 -0.005 -0.008 -0.008
O -1.65307 3.68858 -1.21119 0.002 -0.013 0.031
C -0.98863 -3.74321 1.16287 0.108 -0.061 -0.086
H 5.56494 5.37998 -0.88504 0.000 0.002 0.006
N 0.55425 -1.59487 0.31968 -0.019 0.129 0.079
H -1.58495 -4.58566 1.49086 0.087 0.012 -0.056
H 7.36589 2.77593 -2.93343 0.003 0.005 -0.004
H 1.23058 -0.42172 4.64751 -0.007 0.006 -0.003
H 7.28907 1.43672 -0.80187 0.003 -0.002 0.012
H 5.62479 3.04011 -2.95815 0.002 -0.002 -0.001
H 6.51217 2.08853 0.64651 -0.018 0.004 0.001
C -0.70002 -3.56950 -0.16009 0.012 0.015 0.027
C -1.17371 2.57685 -1.42994 -0.026 -0.005 -0.089
Na 0.98555 0.82578 0.13943 0.254 -0.262 -0.199
O -5.41961 -0.79291 -0.08470 0.018 0.029 -0.048
Br -3.32778 3.58812 -3.75069 -0.011 -0.002 -0.010
H -4.40266 -4.73896 1.77560 0.007 -0.007 -0.008
C -1.97236 0.20415 -1.73401 -0.022 -0.021 -0.055
H 0.28286 -2.26866 -1.58863 -0.003 0.009 0.002
H -5.54223 1.09148 0.79093 0.006 -0.015 0.015
C 5.42344 4.36023 -0.52577 0.005 0.006 -0.001
H -4.67253 1.12908 -4.28953 0.000 -0.004 -0.002
H -5.82270 0.97344 -0.96237 0.003 0.001 -0.004
C 0.74643 -1.07974 3.93678 -0.037 -0.024 0.068
C -4.69425 -1.49865 0.81888 -0.040 -0.048 0.045
C -0.04713 -2.13439 4.38231 0.118 0.053 -0.051
H -4.17089 0.85742 -0.32995 0.004 0.015 -0.013
C 6.54263 3.45874 -1.03760 0.001 -0.004 0.006
N -1.63511 -3.90706 4.07041 0.271 0.277 0.103
C -4.88504 -2.87998 0.81853 -0.016 0.010 -0.012
N -2.79251 -4.01257 3.63572 -0.240 -0.110 -0.159
C -3.07900 1.83608 -3.05125 0.007 0.012 0.014
H -2.70685 -1.80161 -1.85312 -0.008 -0.002 -0.009
H 5.39431 4.38981 0.56568 -0.001 0.000 0.000
H -5.57783 -3.30679 0.10479 0.004 -0.001 -0.009
N 5.18950 0.54655 -1.88189 0.003 -0.011 0.005
C -4.22692 -3.67063 1.74028 -0.017 0.087 0.040
C 6.46430 2.05052 -0.44231 0.014 0.005 -0.013
H 4.44796 4.02660 -0.88486 0.001 -0.005 -0.002
H -4.47997 -1.21158 -3.50713 0.005 0.000 0.003
C -3.14471 -1.73599 2.64860 -0.202 0.102 0.009
C 0.92544 -0.79704 2.56717 0.006 0.053 0.047
C -2.08988 1.54139 -2.11886 0.000 -0.002 0.051
C -3.82533 -0.92946 1.74575 0.039 0.004 0.022
```
Forces are in eV/Å.

Summary:
LUMO energy = 1.90 eV
ΔE to the lowest compared entry with this formula, charge and spin = 0.8220 eV
Total charge = -1
Highest occupied orbital energy = -0.1570 hartree
Largest force on an atom = 0.0081 hartree/bohr
Molar mass = 627.46 Da
Frontier orbital gap = 6.2 eV

---

> Which value of largest force on an atom does entry 3 give?

0.0081 hartree/bohr

---

> largest force on an atom of number 2 (C28H26Br2N2O2Sn)?

0.0161 hartree/bohr